# C18H28N2O3S

C18H28N2O3S in the gas phase at a distorted geometry (ωB97M-V/def2-TZVPD, the OMol25 dataset).

Values from the calculation:
**Kohn-Sham gap**: 0.350 Eh
**Multiplicity**: 1
**HOMO**: -9.115 eV
**Structure (SMILES)**: CC(C)CNC(=O)CN(C1CCCCC1)S(=O)(=O)c1ccccc1

Each line ends with the Löwdin charge.
Element x y z (Å)
C: 2.65298 -3.42109 -1.14119  -0.07
C: 2.81327 -2.68596 -2.47089  -0.40
C: 3.83265 -1.55542 -2.34498  -0.06
C: 1.46550 -2.14661 -2.97450  -0.15
N: 1.00640 -1.02307 -2.19104  0.09
C: 0.88834 0.21058 -2.70788  -0.48
O: 0.93496 0.46347 -3.89565  0.06
C: 0.68232 1.32011 -1.66841  -0.09
N: 0.09863 0.88224 -0.42353  -0.21
C: -1.33141 0.59488 -0.44437  -0.31
C: -2.12140 1.83681 -0.00960  -0.14
C: -3.62067 1.58496 -0.13847  -0.19
C: -4.03033 0.38048 0.70231  -0.20
C: -3.23345 -0.85052 0.28338  -0.18
C: -1.73397 -0.59456 0.42262  -0.15
S: 1.13818 0.31874 0.73753  0.68
O: 1.06030 -1.11479 0.88253  -0.30
O: 2.42878 0.85693 0.42258  -0.27
C: 0.55383 1.09151 2.24061  -0.28
C: 0.21353 0.32437 3.33734  -0.06
C: -0.22590 0.95390 4.49134  -0.06
C: -0.31232 2.33650 4.53315  -0.07
C: 0.04545 3.09667 3.42961  -0.06
C: 0.48379 2.47090 2.27443  -0.07
H: 1.95118 -4.24701 -1.24173  0.08
H: 2.29237 -2.75299 -0.36221  0.05
H: 3.61066 -3.82486 -0.82082  0.08
H: 3.16894 -3.40040 -3.22265  0.13
H: 4.82105 -1.96041 -2.14079  0.08
H: 3.87842 -0.97869 -3.26629  0.08
H: 3.56566 -0.88496 -1.53013  0.07
H: 1.55741 -1.78904 -4.00336  0.12
H: 0.71311 -2.94277 -2.94256  0.12
H: 1.02533 -1.14348 -1.18858  0.08
H: 1.67170 1.72408 -1.43850  0.12
H: 0.07871 2.11593 -2.11249  0.14
H: -1.59492 0.35791 -1.48412  0.16
H: -1.87436 2.07188 1.02804  0.11
H: -1.82972 2.68876 -0.62618  0.12
H: -4.17182 2.47105 0.18202  0.11
H: -3.86743 1.39742 -1.18572  0.12
H: -5.09878 0.19056 0.58453  0.11
H: -3.84069 0.59340 1.75698  0.11
H: -3.46494 -1.09687 -0.75511  0.12
H: -3.51504 -1.70502 0.90099  0.11
H: -1.17284 -1.48070 0.12738  0.11
H: -1.49815 -0.38284 1.46637  0.10
H: 0.29967 -0.74905 3.26964  0.12
H: -0.49771 0.36686 5.35531  0.11
H: -0.65566 2.82562 5.43240  0.11
H: -0.01693 4.17343 3.47025  0.11
H: 0.77530 3.03115 1.40040  0.12